a:
ORCA calculation (the ωB97M-V functional and the def2-TZVPD basis) on the ion C4H7N2S with charge +1.

Calculated values
Frontier orbital gap (alpha / beta)   7.7 / 6.2 eV

Structure (ORCA input):
```
! wB97M-V def2-TZVPD RIJCOSX def2/J DEFGRID3
* xyz 1 3
C 0.4086 -1.8692 0.1697
C 0.8840 -0.6087 0.1574
C -1.2416 -0.6577 -0.7225
C 0.0755 1.6855 -0.3930
N -0.8445 -1.8251 -0.3674
N 0.0674 0.2531 -0.3500
S -0.9687 2.3650 1.0132
H 0.8643 -2.7725 0.6569
H 1.9552 -0.3326 0.4604
H -2.2836 -0.3580 -1.1498
H 1.1262 2.0564 -0.4270
H -0.6639 2.0129 -1.0798
H -1.5947 -2.4613 -0.3895
H -0.2852 2.1035 2.2429
*
```


b:
ORCA calculation (the ωB97M-V functional and the def2-TZVPD basis) on the ion C4H7N2S with charge +1.

Calculated values
Frontier orbital gap (alpha / beta)   7.2 / 6.1 eV

Structure (ORCA input):
```
! wB97M-V def2-TZVPD RIJCOSX def2/J DEFGRID3
* xyz 1 3
C 1.1812 -0.8173 0.1709
C 1.6700 0.4096 -0.0335
C -0.5179 1.2592 -0.5326
C -0.2543 -1.1173 0.1630
N -1.0286 0.0721 -0.2923
N 0.8502 1.4154 -0.4362
S -2.7405 -0.1094 -0.1246
H 1.6515 -1.7863 0.4585
H 2.7449 0.4398 -0.0475
H -1.0294 2.1651 -0.7485
H -0.5169 -1.9571 -0.3919
H -0.5522 -1.3375 1.1653
H 1.1576 2.3647 -0.3412
H -2.6156 -1.0008 0.9906
*
```


Stability check: which of them is least stable? a.